# C25H58F3Li2N3O5

A molecular structure, C25H58F3Li2N3O5 (wB97M-V/def2-TZVPD, the OMol25 dataset).

The geometry in ORCA input format:
```
! wB97M-V def2-TZVPD RIJCOSX def2/J DEFGRID3
* xyz 0 1
Li -22.0596 0.9209 18.5233
Li -22.2301 1.8518 15.0866
O -24.3257 1.3861 16.9071
H -25.2172 1.0633 16.6714
O -20.0980 1.4084 16.7155
H -19.3382 2.0127 16.8257
C -24.6632 2.5851 12.2422
C -23.7315 3.7849 12.4421
N -22.3189 3.3762 12.7940
C -21.5678 4.5784 13.0742
C -21.8360 5.1147 14.4538
C -21.7074 2.7613 11.6499
C -20.3833 2.0832 12.0419
H -25.6916 2.9462 12.2414
H -24.6041 1.8797 13.0710
H -24.4778 2.0227 11.3271
H -23.6821 4.3803 11.5304
H -24.1223 4.3822 13.2658
H -20.5020 4.3645 12.9933
H -21.6460 5.2977 12.2589
H -21.6956 4.2938 15.1570
H -21.1110 5.8934 14.6904
H -22.8889 5.3529 14.6053
H -21.4721 3.5566 10.9426
H -22.2598 1.9875 11.1167
H -19.5991 2.7684 12.3637
H -19.9594 1.4943 11.2285
H -20.5085 1.3423 12.8316
C -23.8342 0.4310 21.8418
C -23.3132 1.8713 22.0969
N -22.0542 2.0762 21.3570
C -20.9031 1.6647 22.1526
C -19.6177 2.1012 21.4584
C -21.9546 3.4754 20.8950
C -21.8390 4.4703 22.0815
H -23.7885 0.1925 20.7792
H -24.8285 0.1466 22.1861
H -23.1659 -0.3724 22.1516
H -24.0952 2.5475 21.7516
H -23.1732 2.1142 23.1502
H -21.0240 2.1561 23.1180
H -20.9070 0.5805 22.2647
H -19.6943 1.8277 20.4061
H -19.3796 3.1648 21.4431
H -18.7840 1.5525 21.8966
H -22.8356 3.6258 20.2710
H -21.1260 3.6153 20.2008
H -21.0491 4.3925 22.8284
H -22.7507 4.5537 22.6731
H -21.6134 5.4081 21.5739
C -15.3106 4.8987 14.1463
C -15.9269 5.7976 15.1954
N -15.5382 5.2700 16.4934
C -16.2794 4.0633 16.9285
C -15.4661 3.2670 17.9342
C -15.6294 6.3998 17.4410
C -17.0063 7.0552 17.5445
H -14.2209 4.9186 14.1637
H -15.7002 5.1785 13.1675
H -15.6086 3.8569 14.2638
H -15.6114 6.8257 15.0178
H -16.9939 5.8912 14.9931
H -16.6382 3.5067 16.0628
H -17.2656 4.3945 17.2541
H -14.4957 3.0519 17.4867
H -15.9826 2.3199 18.0899
H -15.3506 3.7380 18.9103
H -15.2228 6.1678 18.4253
H -14.9441 7.1508 17.0478
H -17.0429 7.9214 18.2052
H -17.4198 7.4201 16.6043
H -17.7300 6.3748 17.9932
C -16.2038 -2.8208 16.0685
C -16.3861 -1.9002 14.8628
O -15.7470 -2.4468 13.7499
C -16.3268 -3.4393 13.0143
O -17.5300 -3.7734 13.1841
C -15.3926 -4.0981 11.8993
F -15.6386 -5.4365 11.8178
F -15.7425 -3.5713 10.7466
F -14.0739 -3.9153 12.1613
H -16.7045 -2.3947 16.9379
H -15.1275 -2.9297 16.2020
H -16.7250 -3.7516 15.8447
H -15.9007 -0.9789 15.1849
H -17.4368 -1.7507 14.6141
C -21.2159 -3.5883 16.8440
C -21.1104 -3.5638 18.3738
O -21.3469 -2.5282 18.9903
C -20.7211 -4.8847 19.0746
H -20.8280 -2.6779 16.3872
H -22.2631 -3.5947 16.5415
H -20.7353 -4.4803 16.4422
H -20.4595 -4.7109 20.1184
H -19.8577 -5.2448 18.5151
H -21.5909 -5.5386 19.1374
*
```

- Energy above the lowest of the compared OMol25 structures with the same formula, charge and spin: 6.516 eV
- Calculated total energy: -1842.364402 Ha
- Gap between HOMO and LUMO: 7.6831 eV


# C50H64BrN4O4SSe3Ti

A molecular structure, C50H64BrN4O4SSe3Ti (wB97M-V/def2-TZVPD, the OMol25 dataset).

The geometry in ORCA input format:
```
! wB97M-V def2-TZVPD RIJCOSX def2/J DEFGRID3
* xyz -1 1
Ti 1.9504 0.5269 -0.1009
C -1.8337 -6.4703 0.2852
C -1.3310 -5.5291 1.3883
C -2.5368 -5.0644 2.2053
C -0.3889 -6.3012 2.3225
C -0.5773 -4.3545 0.7658
C -0.9537 -3.0281 0.9479
C -0.2020 -2.0186 0.3869
Se -0.6385 -0.1717 0.6475
C -1.2385 0.1788 -1.1339
C -2.5295 -0.1336 -1.5215
C -2.9725 0.1904 -2.7951
C -2.0643 0.8380 -3.6303
C -0.7623 1.1793 -3.2808
C -0.3324 0.8367 -1.9795
O 0.8586 1.1662 -1.5186
C 0.0752 1.9235 -4.3337
C -0.6274 3.2476 -4.6740
C 0.1686 1.0572 -5.6002
C 1.5089 2.2580 -3.9122
C -4.3822 -0.1173 -3.2960
C -4.3061 -1.0169 -4.5374
C -5.2199 -0.8361 -2.2381
C -5.0945 1.1922 -3.6628
C 0.9576 -2.2627 -0.3626
O 1.6434 -1.2063 -0.8056
C 1.3173 -3.5960 -0.6264
C 0.5407 -4.5882 -0.0260
C 2.4765 -4.0527 -1.5261
C 1.9370 -5.0427 -2.5733
C 3.1650 -2.9270 -2.3020
C 3.5344 -4.7592 -0.6671
H -2.3715 -7.3164 0.7219
H -1.0094 -6.8658 -0.3101
H -2.5101 -5.9425 -0.3902
H -3.0443 -5.9318 2.6338
H -3.2570 -4.5266 1.5854
H -2.2362 -4.4111 3.0261
H -0.9113 -7.1463 2.7797
H -0.0209 -5.6495 3.1169
H 0.4756 -6.6901 1.7820
H -1.8179 -2.7612 1.5403
H -3.1756 -0.6307 -0.8094
H -2.3986 1.1063 -4.6261
H -1.6351 3.0892 -5.0632
H -0.0528 3.7897 -5.4303
H -0.7019 3.8738 -3.7834
H -0.8114 0.8330 -6.0248
H 0.6652 0.1108 -5.3766
H 0.7540 1.5784 -6.3622
H 1.5464 2.9044 -3.0358
H 1.9968 2.7720 -4.7463
H 2.0795 1.3588 -3.6854
H -3.8087 -1.9584 -4.2972
H -3.7457 -0.5392 -5.3424
H -5.3099 -1.2402 -4.9097
H -4.7700 -1.7886 -1.9513
H -6.2163 -1.0406 -2.6367
H -5.3373 -0.2285 -1.3385
H -4.5571 1.7333 -4.4429
H -5.1636 1.8462 -2.7910
H -6.1061 0.9894 -4.0256
H 0.8355 -5.6181 -0.1918
H 1.1708 -4.5664 -3.1882
H 1.5016 -5.9358 -2.1240
H 2.7513 -5.3629 -3.2283
H 2.4581 -2.3516 -2.8994
H 3.9047 -3.3734 -2.9731
H 3.6790 -2.2296 -1.6472
H 3.1135 -5.6140 -0.1332
H 3.9508 -4.0699 0.0692
H 4.3523 -5.1189 -1.2982
Se 2.1384 3.3114 0.2071
Se 4.0736 0.9779 -1.6508
C 4.7948 -0.2562 -0.4359
C 6.0716 -0.8263 -0.4369
C 6.3876 -1.7352 0.5507
C 5.4390 -2.0696 1.5159
C 4.1987 -1.4667 1.4485
N 3.8959 -0.5818 0.4990
C 0.3587 3.7762 -0.2656
C 0.1405 4.9543 -1.0023
C -1.1406 5.3035 -1.3726
C -2.1968 4.4650 -1.0287
C -1.8923 3.3194 -0.3166
N -0.6625 2.9827 0.0731
H 6.7779 -0.5499 -1.2071
H 7.3696 -2.1926 0.5730
H 5.6539 -2.7825 2.2993
H 3.4140 -1.6999 2.1586
H 0.9909 5.5620 -1.2812
H -1.3166 6.2093 -1.9420
H -3.2169 4.6807 -1.3181
H -2.6777 2.6200 -0.0467
Br 4.0917 2.6201 7.9859
C 3.3844 1.8078 6.4173
C 3.5942 2.4160 5.1919
C 3.0696 1.8238 4.0531
C 2.3464 0.6431 4.1498
C 2.1568 0.0442 5.3877
C 2.6742 0.6243 6.5343
C 1.7413 0.0072 2.9303
O 1.0894 -1.0212 3.0081
O 2.0077 0.6431 1.8321
H 4.1506 3.3413 5.1296
H 3.1994 2.2819 3.0801
H 1.5815 -0.8708 5.4368
H 2.5229 0.1729 7.5050
C 0.7205 4.6294 4.1404
N -0.5597 4.5755 3.4567
C -0.6800 5.5302 2.3636
C -1.3451 3.4821 3.5751
S -0.8848 2.1202 4.4244
N -2.5770 3.5730 2.9445
C -3.4384 4.6942 3.2845
C -3.3246 2.3452 2.7529
H 1.0285 5.6744 4.2007
H 1.4717 4.0678 3.5820
H 0.6358 4.2087 5.1388
H 0.2858 5.6024 1.8623
H -0.9582 6.5225 2.7339
H -1.4168 5.1926 1.6410
H -2.8628 5.5910 3.4860
H -4.0369 4.4633 4.1763
H -4.1188 4.8992 2.4554
H -2.6732 1.5719 2.3527
H -4.1267 2.5502 2.0399
H -3.7599 1.9756 3.6883
*
```

- Energy above the lowest of the compared OMol25 structures with the same formula, charge and spin: 0.507 eV
- Calculated total energy: -13489.926503 Ha
- Gap between HOMO and LUMO: 6.6828 eV


# C8H10FeO8P

A molecular structure, C8H10FeO8P (wB97M-V/def2-TZVPD, the OMol25 dataset).

The geometry in ORCA input format:
```
! wB97M-V def2-TZVPD RIJCOSX def2/J DEFGRID3
* xyz 2 6
O -0.1320 2.8903 -3.9731
C -0.2122 2.1767 -3.0746
Fe -0.1236 1.0308 -1.7842
O -0.1379 3.0989 0.2411
C -0.1094 2.1818 -0.4651
C -0.1208 -0.6904 -2.6446
O -0.1896 -1.8670 -2.4194
C 1.6337 0.6392 -1.7685
O 2.7881 0.6399 -1.7858
C -1.8377 0.5862 -1.5757
O -2.9957 0.5807 -1.6574
H -0.0244 -0.1662 -3.6628
C 0.5223 -3.0246 1.4999
O -0.2335 -1.8068 1.6018
P -0.0456 -0.5340 0.5286
O -0.9848 0.4829 1.4106
C -2.3006 -0.0412 1.7064
O 1.4725 -0.0774 0.8074
C 2.0551 0.9188 1.6432
H 1.5749 -2.8276 1.2428
H 0.0744 -3.6827 0.7359
H 0.4999 -3.5267 2.4676
H -2.7374 -0.5835 0.8607
H -2.2357 -0.6965 2.5828
H -2.9041 0.8389 1.9249
H 2.2165 1.8715 1.1232
H 1.4607 1.0806 2.5451
H 3.0269 0.5075 1.8894
*
```

- Energy above the lowest of the compared OMol25 structures with the same formula, charge and spin: 3.020 eV
- Calculated total energy: -2516.896038 Ha
- Expectation value of S²: 8.796
- Gap between HOMO and LUMO (alpha / beta): 6.4893 / 6.3882 eV


# C28H46BrN3P2PbS

A molecular structure, C28H46BrN3P2PbS (wB97M-V/def2-TZVPD, the OMol25 dataset).

The geometry in ORCA input format:
```
! wB97M-V def2-TZVPD RIJCOSX def2/J DEFGRID3
* xyz 2 1
C 2.0264 4.5673 -0.8996
C 0.9328 4.3532 -1.7711
C 1.1637 3.7546 -3.0262
C 2.4728 3.3780 -3.3326
N 3.4835 3.5093 -2.4762
C 3.2916 4.1578 -1.3307
C -0.4516 4.4155 -1.3009
C -1.4904 4.1242 -0.7036
C -2.4189 3.4348 0.1592
C -1.8206 2.5427 1.0846
C -2.7044 1.6724 1.7855
C -4.0280 1.4878 1.2589
C -4.6410 2.5800 0.6319
C -3.8067 3.6093 0.0882
Pb -1.0699 -0.4647 1.3154
P 2.0159 -0.6090 -0.1075
H 0.3442 3.3883 -3.6440
H 1.8853 4.8589 0.1383
H 2.7086 2.9279 -4.2993
H 4.1960 4.3289 -0.7380
H -4.1413 4.5315 -0.4101
H -0.7279 2.5428 1.1915
H -5.7159 2.7266 0.5456
H -2.4352 1.1174 2.7177
C 2.7974 -2.2880 0.0695
C 3.9236 -2.7624 -0.8425
H 1.9333 -2.9585 -0.0633
H 3.0971 -2.3835 1.1232
H 4.1152 -3.8187 -0.6132
H 3.6661 -2.7218 -1.9055
H 4.8760 -2.2407 -0.6889
C 2.2082 -0.2489 -1.9256
C 3.5692 0.1262 -2.5092
H 1.5063 0.5875 -2.0947
H 1.7774 -1.1076 -2.4726
H 3.4426 0.2480 -3.5947
H 3.9296 1.0931 -2.1358
H 4.3443 -0.6397 -2.3691
C 3.2173 0.5384 0.7232
C 4.6965 0.1780 0.7930
H 2.8251 0.5875 1.7540
H 3.0893 1.5407 0.2863
H 5.2118 0.9332 1.4026
H 4.8632 -0.7871 1.2874
H 5.1947 0.1806 -0.1861
Br -4.7759 -0.3618 1.3415
P -1.6861 -1.7125 -1.1749
C -0.6979 -2.6077 -2.4374
C -1.2339 -3.8816 -3.1001
H 0.2420 -2.8361 -1.8950
H -0.4209 -1.8718 -3.2087
H -0.4634 -4.2422 -3.7937
H -1.3998 -4.6940 -2.3832
H -2.1329 -3.7263 -3.7124
C -2.8575 -2.9509 -0.4722
C -4.1965 -3.2152 -1.1652
H -3.0438 -2.6290 0.5698
H -2.2898 -3.8930 -0.4183
H -4.7544 -3.9536 -0.5721
H -4.8489 -2.3350 -1.2168
H -4.1052 -3.6715 -2.1594
C -2.7476 -0.4388 -1.9743
C -3.2036 -0.7930 -3.3899
H -2.1294 0.4820 -1.9934
H -3.6086 -0.2174 -1.3107
H -3.7850 0.0444 -3.7918
H -2.3546 -0.9283 -4.0720
H -3.8626 -1.6708 -3.4233
C 1.2771 -0.7558 6.0408
N 0.7192 -1.0419 4.6860
C -0.6148 -1.2499 4.5045
S -1.2058 -2.4308 3.3927
N -1.5075 -0.3559 5.0032
C -1.2311 1.0566 5.2484
H 0.4663 -0.6387 6.7845
H 1.8593 0.1725 5.9726
H 1.9699 -1.5708 6.3015
H 1.2874 -1.7895 4.2331
H -2.4717 -0.5417 4.7043
H -2.0910 1.6517 4.8994
H -1.1213 1.1657 6.3317
H -0.3323 1.4405 4.7358
*
```

- Energy above the lowest of the compared OMol25 structures with the same formula, charge and spin: 0.000 eV
- Calculated total energy: -5105.913122 Ha
- Gap between HOMO and LUMO: 7.1587 eV